No. 1
{"formula": "C6H9NO", "method": "wB97M-V/def2-TZVPD", "smiles": "C1O[C@H]2CN[C@@H]3[C@H]1[C@@H]32", "de_lowest_ev": 6.376, "e_homo_ev": -8.598, "orbital_gap_ev": 9.70, "largest_force_ev_per_a": 3.42, "species": ["O", "N", "C", "C", "C", "C", "C", "C", "H", "H", "H", "H", "H", "H", "H", "H", "H"], "xyz": [[1.4912, -1.3788, 0.1815], [-1.8139, 0.1560, -0.3528], [0.0354, 0.3896, 0.8883], [1.9890, -0.0217, -0.4094], [-1.4362, -1.2639, 0.1269], [0.9931, 1.0749, -0.0061], [0.0391, -0.8624, 0.1071], [-0.7689, 1.1640, -0.0370], [-2.0973, -1.5596, 1.0352], [0.0446, 0.2335, 1.9812], [-1.6454, -1.9934, -0.6734], [2.9967, 0.1863, 0.1190], [-1.2447, 2.1747, 0.2202], [2.1970, -0.0400, -1.4965], [1.4198, 2.0389, 0.4392], [-2.2234, 0.3260, -1.2244], [0.0241, -0.6241, -0.8989]], "nbo_charge": [-0.53, -0.62, -0.34, -0.12, -0.23, -0.25, 0.08, -0.02, 0.21, 0.22, 0.21, 0.21, 0.22, 0.19, 0.22, 0.37, 0.16]}


No. 2
{"formula": "C5H6OS2", "method": "wB97M-V/def2-TZVPD", "smiles": "C=C[C@H](O)C(=S)C=S", "de_lowest_ev": 1.972, "e_homo_ev": -9.414, "orbital_gap_ev": 7.27, "largest_force_ev_per_a": 1.82, "species": ["S", "S", "O", "C", "C", "C", "C", "C", "H", "H", "H", "H", "H", "H"], "xyz": [[-0.3239, -1.1410, 1.8294], [-1.8674, 0.3308, -1.7466], [1.3335, 1.2381, 1.2511], [1.5054, 0.1848, -0.8990], [-1.5510, -0.5368, -0.4411], [2.8359, 0.1862, -0.8537], [-0.4568, -0.2753, 0.5079], [0.5874, 0.8052, 0.1575], [1.2749, 0.4246, 1.8445], [0.0670, 1.6353, -0.3582], [0.9557, -0.1954, -1.7827], [-2.1554, -1.3961, -0.2100], [3.3992, -0.2082, -1.6715], [3.3264, 0.6124, 0.0147]], "nbo_charge": [0.15, 0.16, -0.70, -0.20, -0.35, -0.38, -0.18, -0.02, 0.47, 0.22, 0.20, 0.22, 0.21, 0.22]}


No. 3
{"formula": "C46H45I2N6O4PSeTi", "method": "wB97M-V/def2-TZVPD", "charge": 2, "de_lowest_ev": 0.000, "e_homo_ev": [-11.257, -11.261], "orbital_gap_ev": [5.99, 6.00], "largest_force_ev_per_a": 2.16, "species": ["I", "I", "Se", "Ti", "P", "O", "O", "O", "O", "N", "N", "N", "N", "N", "N", "C", "C", "C", "C", "C", "C", "C", "C", "C", "C", "C", "C", "C", "C", "C", "C", "C", "C", "C", "C", "C", "C", "C", "C", "C", "C", "C", "C", "C", "C", "C", "C", "C", "C", "C", "C", "C", "C", "C", "C", "C", "C", "C", "C", "C", "C", "H", "H", "H", "H", "H", "H", "H", "H", "H", "H", "H", "H", "H", "H", "H", "H", "H", "H", "H", "H", "H", "H", "H", "H", "H", "H", "H", "H", "H", "H", "H", "H", "H", "H", "H", "H", "H", "H", "H", "H", "H", "H", "H", "H", "H"], "xyz": [[3.0947, 0.1330, 0.7047], [1.4699, -3.0452, 0.6986], [-1.3419, 1.8848, -2.9491], [-0.5318, 0.1408, 0.1885], [-0.9878, 2.9026, 2.0341], [1.7318, -3.5583, -5.5951], [1.2393, -0.1674, 7.9808], [-0.9394, 0.0816, 8.2226], [-0.1731, 1.8030, 1.3223], [-1.7180, -1.2372, -0.5254], [0.7265, -0.3745, -1.6054], [0.6894, 3.8857, -3.3996], [-0.9093, -0.8104, 1.8762], [1.0273, -2.0974, -3.3288], [1.4924, 2.0855, -2.4925], [2.9884, -1.8253, 1.5621], [-0.6880, 5.6589, 2.2371], [-1.7146, -0.7043, 4.1967], [-0.6151, 3.7384, 6.4886], [4.2382, 4.9842, -3.4166], [0.8219, -2.4848, -5.7162], [0.3890, 3.4736, 4.3236], [-3.5010, 3.9390, 1.4177], [2.7098, -3.3053, -4.6067], [0.5186, 6.9989, 0.6494], [0.0502, -2.2857, -4.4230], [0.8495, 5.8604, -0.0709], [-1.4669, -0.5688, 5.5479], [2.5817, 2.9255, -2.6923], [-1.9429, 2.9231, 4.6557], [-1.6932, -1.9101, 1.6899], [-0.2377, 4.9192, -3.8578], [-0.8374, 3.0281, 3.8161], [-0.6908, -0.5274, 3.2600], [-0.0119, -0.1061, 7.4902], [0.4985, 3.8220, 5.6577], [2.8876, 5.1300, -3.6654], [2.0725, -3.1398, -3.2364], [3.9410, 2.7750, -2.4438], [0.3726, 2.6818, -2.9120], [-3.4537, -3.3795, -1.1859], [-0.1888, -0.2690, 6.0070], [-1.6769, 1.5746, -1.0254], [-4.8700, 3.8403, 1.2076], [-3.0864, -2.3835, -2.1437], [-0.3850, 4.5132, 1.4978], [0.8177, -0.0471, 5.0767], [0.8616, -1.2031, -2.4146], [0.5663, -0.1616, 3.7187], [-4.7573, 1.4602, 1.5368], [4.7561, 3.8252, -2.8174], [-2.2562, -1.3775, -1.7913], [-3.3921, 1.5521, 1.7466], [0.3922, 4.6171, 0.3471], [-2.9798, -3.2648, 0.0735], [-2.7544, 2.7926, 1.6850], [-1.8259, 3.2782, 5.9936], [-5.4985, 2.6047, 1.2702], [-0.2434, 6.8975, 1.8067], [2.0689, 4.0727, -3.2850], [-2.1345, -2.1670, 0.4234], [-0.5478, -3.1716, -4.2017], [-2.6821, 3.1960, 6.6516], [3.3804, -4.1605, -4.5901], [1.4823, 5.9415, -0.9451], [-0.4772, 7.7826, 2.3832], [-1.2655, 5.5785, 3.1507], [-0.5363, 4.0296, 7.5293], [-2.2618, -0.6953, 6.2715], [-5.2483, 0.4968, 1.5890], [3.2843, -2.4058, -4.8605], [-2.7154, -0.9407, 3.8576], [1.6036, -4.0750, -2.9267], [-6.5674, 2.5341, 1.1136], [4.3405, 1.8778, -1.9871], [1.2424, 3.5716, 3.6610], [-1.7312, 2.5797, -0.6290], [2.7575, -1.7038, 2.6116], [-1.9624, -0.6403, -2.5213], [0.1322, -2.7309, -6.5201], [1.3553, -1.5605, -5.9739], [-5.4439, 4.7338, 0.9974], [-3.0247, 4.9079, 1.3604], [1.4994, 1.1275, -2.1589], [2.8153, -2.8468, -2.4976], [-1.9188, -2.5701, 2.5138], [0.6594, 3.7126, -0.1882], [-0.5999, -1.4150, -4.4874], [-3.4629, -2.4313, -3.1576], [-2.7118, 1.2295, -1.0802], [1.8776, -0.4341, 7.3108], [-3.2290, -3.9803, 0.8478], [-0.3018, 5.7072, -3.1084], [1.4446, 4.1789, 6.0459], [-1.2174, 4.4837, -4.0100], [1.3597, 0.0441, 3.0142], [1.8134, 0.2461, 5.3915], [-2.8980, 2.5931, 4.2642], [-4.1069, -4.1940, -1.4701], [4.9170, 5.7797, -3.6952], [0.8672, 7.9706, 0.3221], [3.9479, -2.3014, 1.4143], [-2.8215, 0.6548, 1.9569], [0.1209, 5.3395, -4.7945], [5.8243, 3.7507, -2.6581], [2.4903, 6.0205, -4.1359]], "mulliken_charge": [0.11, 0.13, 0.22, -1.16, 1.52, -0.38, -0.49, -0.54, 1.03, 1.41, -0.16, 0.38, 1.78, 0.38, 0.84, -0.81, -0.74, 0.05, -0.65, -0.69, -0.75, -0.44, -1.03, -0.67, -0.86, -0.28, -0.34, -1.60, 0.94, -0.22, -0.51, -0.99, 1.01, -0.70, 0.46, -0.89, -0.62, -0.44, -0.75, -0.52, -0.75, 1.31, -1.21, -0.80, -0.97, -0.37, -1.08, -0.17, -0.52, -0.89, -0.68, -0.18, 0.74, -0.29, -1.29, 0.58, -0.79, -0.85, -0.77, 0.21, 0.08, 0.27, 0.44, 0.37, 0.60, 0.45, 0.54, 0.44, 0.48, 0.55, 0.33, 0.49, 0.27, 0.42, 0.49, 0.46, 0.52, 0.39, 0.13, 0.39, 0.34, 0.45, 0.46, -0.36, 0.40, 0.56, 0.14, 0.30, 0.58, 0.61, 0.35, 0.57, 0.34, 0.48, 0.32, 0.26, 0.22, 0.49, 0.47, 0.44, 0.45, 0.54, -0.12, 0.40, 0.45, 0.48]}


No. 4
{"formula": "C5H8N2", "method": "wB97M-V/def2-TZVPD", "smiles": "CC1=N[C@@H](C)N=C1", "de_lowest_ev": 0.539, "e_homo_ev": -10.261, "orbital_gap_ev": 10.93, "largest_force_ev_per_a": 0.59, "species": ["N", "N", "C", "C", "C", "C", "C", "H", "H", "H", "H", "H", "H", "H", "H"], "xyz": [[-0.8875, -0.5048, -1.2314], [0.2142, -0.5029, 0.8670], [0.2888, -0.0272, -1.3389], [2.4095, 0.3779, 0.1703], [-2.1937, 0.1874, 0.5794], [0.9980, -0.0517, -0.0437], [-1.0503, -0.7613, 0.1835], [2.6179, 0.4585, 1.2343], [0.6770, 0.3315, -2.2816], [3.1154, -0.3352, -0.2635], [-1.3463, -1.8012, 0.3791], [2.6051, 1.3430, -0.3020], [-2.5405, -0.0746, 1.5671], [-1.8616, 1.2278, 0.5891], [-3.0462, 0.1329, -0.1086]], "nbo_charge": [-0.35, -0.38, 0.00, -0.66, -0.59, 0.19, 0.02, 0.24, 0.20, 0.23, 0.22, 0.22, 0.21, 0.21, 0.23]}